Density functional theory data (wB97M-V/def2-TZVPD) for a structure of composition C7H16O2 in a non-equilibrium geometry.

Geometry as XYZ:
```
25
Properties=species:S:1:pos:R:3:nbo_charge:R:1
C 2.502 0.005 -0.074 0.3239
C 1.202 0.572 0.454 -0.1873
C 0.912 1.905 0.365 -0.4426
O 3.610 0.454 0.679 -0.7095
O 2.423 -1.403 -0.034 -0.7257
H 3.277 -1.753 -0.313 0.4782
H 3.425 0.294 1.614 0.4694
H 2.702 0.369 -1.090 0.1452
H 0.885 0.044 1.347 0.2005
H 0.425 2.435 1.168 0.2071
H 1.315 2.503 -0.441 0.1954
C -1.587 -0.515 0.297 -0.0629
C -2.607 -1.448 -0.287 -0.6460
C -0.202 -0.467 -1.147 -0.6851
C -1.999 0.878 0.545 -0.6783
H -1.020 -0.970 1.104 0.1954
H -1.147 1.572 0.295 0.2466
H -2.840 1.190 -0.074 0.2087
H -3.381 -1.675 0.452 0.2220
H -3.093 -1.002 -1.156 0.2094
H -2.156 -2.393 -0.595 0.2193
H -0.974 -0.107 -1.823 0.1903
H -0.094 -1.545 -1.218 0.1985
H 0.635 -0.016 -1.668 0.2130
H -2.212 1.073 1.601 0.2146
```

Calculated values
**DFT total energy**: -11609.1635 eV
**Energy above the lowest of the compared OMol25 structures with the same formula, charge and spin**: 117.3 kcal per mole
**Largest force on an atom**: 0.0679 hartree/bohr